Entry 1:
{"formula": "C8H18N2", "method": "ωB97M-V with the def2-TZVPD basis set", "homo_lumo_gap_ev": 8.622, "homo_ev": -7.771, "total_charge": 0, "multiplicity": 1, "symbols": ["C", "C", "C", "C", "C", "C", "N", "N", "C", "C", "H", "H", "H", "H", "H", "H", "H", "H", "H", "H", "H", "H", "H", "H", "H", "H", "H", "H"], "xyz": [[-0.583, -0.446, -0.024], [0.943, 0.225, -1.023], [-0.467, 0.677, 0.933], [-0.245, -1.825, 0.515], [0.717, -0.362, -2.418], [1.157, 1.736, -1.159], [-1.784, -0.449, -0.770], [2.155, -0.383, -0.477], [-1.705, 0.410, 2.197], [-1.363, 0.201, 3.469], [-1.921, -1.270, -1.347], [-2.038, 0.430, -1.201], [2.934, -0.336, -1.132], [2.447, 0.074, 0.382], [-0.790, 1.644, 0.552], [0.448, 0.682, 1.520], [-2.761, 0.481, 1.928], [0.512, -2.306, -0.113], [-1.115, -2.485, 0.579], [0.200, -1.809, 1.514], [1.573, -0.172, -3.083], [0.571, -1.445, -2.388], [-0.154, 0.091, -2.902], [0.252, 2.239, -1.514], [1.463, 2.195, -0.212], [1.968, 1.967, -1.865], [-2.095, 0.122, 4.271], [-0.319, 0.114, 3.767]]}

---

Entry 2:
{"formula": "C41H66MnP2Si2", "method": "ωB97M-V with the def2-TZVPD basis set", "homo_lumo_gap_ev": [7.838, 8.327], "homo_ev": [-10.767, -10.726], "total_charge": 1, "multiplicity": 5, "symbols": ["Mn", "C", "Si", "C", "C", "C", "C", "C", "C", "P", "C", "C", "C", "C", "C", "C", "C", "C", "C", "C", "C", "C", "C", "C", "C", "C", "C", "C", "P", "C", "C", "C", "C", "C", "C", "C", "C", "C", "C", "C", "C", "H", "H", "H", "H", "H", "H", "H", "H", "H", "H", "H", "H", "H", "H", "H", "H", "H", "H", "H", "H", "H", "H", "H", "H", "H", "H", "H", "H", "H", "H", "H", "H", "H", "H", "H", "H", "H", "H", "H", "H", "H", "H", "H", "H", "H", "H", "H", "H", "H", "H", "H", "H", "H", "H", "H", "C", "Si", "C", "C", "C", "H", "H", "H", "H", "H", "H", "H", "H", "H", "H", "H"], "xyz": [[0.580, -0.283, 0.735], [4.124, 0.495, -0.276], [2.508, -0.382, -0.633], [2.781, -2.245, -0.779], [4.067, -2.752, -0.971], [4.298, -4.117, -1.059], [3.239, -5.005, -0.947], [1.955, -4.523, -0.756], [1.716, -3.153, -0.669], [0.015, -2.522, -0.438], [-0.804, -3.266, -1.948], [-0.348, -2.613, -3.254], [-1.078, -1.304, -3.527], [-2.593, -1.476, -3.509], [-3.043, -2.063, -2.175], [-2.332, -3.384, -1.908], [-0.754, -3.548, 0.903], [0.229, -3.866, 2.048], [-0.475, -3.894, 3.400], [-1.080, -2.529, 3.750], [-1.614, -1.803, 2.508], [-1.999, -2.792, 1.418], [1.892, 0.338, -2.277], [2.535, 0.000, -3.469], [2.182, 0.597, -4.668], [1.179, 1.557, -4.692], [0.521, 1.902, -3.523], [0.863, 1.291, -2.316], [0.048, 1.653, -0.727], [0.714, 3.306, -0.254], [0.523, 3.546, 1.252], [0.813, 5.003, 1.591], [-0.253, 5.915, 0.965], [-0.799, 5.330, -0.346], [0.282, 4.536, -1.076], [-1.780, 1.604, -0.980], [-2.447, 2.435, -2.095], [-3.942, 2.645, -1.811], [-4.537, 1.409, -1.147], [-3.938, 1.210, 0.255], [-2.521, 1.790, 0.353], [4.734, 0.513, -1.182], [4.697, 0.019, 0.518], [3.939, 1.531, 0.013], [4.907, -2.072, -1.047], [5.303, -4.488, -1.208], [3.412, -6.071, -1.004], [1.137, -5.229, -0.663], [-0.398, -4.284, -1.910], [-0.554, -3.317, -4.066], [0.734, -2.452, -3.248], [-0.744, -0.887, -4.478], [-0.797, -0.582, -2.758], [-2.896, -2.150, -4.316], [-3.087, -0.520, -3.697], [-4.124, -2.212, -2.156], [-2.811, -1.354, -1.371], [-2.608, -4.090, -2.699], [-2.674, -3.835, -0.975], [-1.079, -4.484, 0.438], [1.038, -3.132, 2.077], [0.714, -4.824, 1.855], [0.228, -4.198, 4.175], [-1.257, -4.657, 3.381], [-0.340, -1.906, 4.252], [-1.899, -2.665, 4.459], [-0.828, -1.121, 2.112], [-2.448, -1.147, 2.762], [-2.513, -2.280, 0.602], [-2.716, -3.507, 1.830], [3.325, -0.744, -3.461], [2.689, 0.321, -5.583], [0.905, 2.033, -5.623], [-0.268, 2.638, -3.567], [1.786, 3.139, -0.428], [1.176, 2.869, 1.801], [-0.500, 3.308, 1.556], [1.806, 5.261, 1.213], [0.849, 5.146, 2.672], [0.171, 6.905, 0.785], [-1.076, 6.054, 1.668], [-1.180, 6.127, -0.987], [-1.650, 4.678, -0.131], [1.154, 5.182, -1.207], [-0.028, 4.258, -2.083], [-1.896, 0.545, -1.244], [-2.334, 1.901, -3.040], [-1.961, 3.402, -2.216], [-4.459, 2.871, -2.745], [-4.085, 3.513, -1.161], [-4.328, 0.537, -1.774], [-5.623, 1.487, -1.082], [-3.919, 0.145, 0.502], [-4.571, 1.691, 1.003], [-1.979, 1.313, 1.182], [-2.566, 2.853, 0.598], [2.335, -0.636, 5.227], [1.839, 0.524, 3.837], [3.032, 1.973, 3.860], [0.097, 1.164, 4.173], [2.023, -0.427, 2.214], [2.368, -0.117, 6.186], [3.330, -1.042, 5.034], [1.650, -1.479, 5.331], [3.007, 2.463, 4.835], [2.809, 2.731, 3.109], [4.056, 1.632, 3.692], [0.009, 1.454, 5.222], [-0.680, 0.423, 3.984], [-0.130, 2.047, 3.576], [1.946, -1.492, 2.474], [3.075, -0.290, 1.957]]}

---

Entry 3:
{"formula": "C4H5N3O", "method": "ωB97M-V with the def2-TZVPD basis set", "smiles": "[H]/N=C1\\N=C(C)NC1=O", "homo_lumo_gap_ev": 8.291, "homo_ev": -9.295, "total_charge": 0, "multiplicity": 1, "symbols": ["H", "N", "C", "N", "C", "C", "N", "C", "O", "H", "H", "H", "H"], "xyz": [[-2.649, -2.261, 0.243], [-2.688, -1.273, 0.184], [-1.564, -0.560, -0.199], [-0.165, -1.072, -0.571], [0.630, -0.061, -0.147], [2.178, -0.085, 0.126], [-0.063, 1.044, -0.186], [-1.417, 0.819, 0.008], [-2.323, 1.641, -0.144], [2.530, 0.938, 0.191], [2.822, -0.389, -0.690], [2.412, -0.646, 1.038], [0.296, 1.905, 0.147]]}

---

Entry 4:
{"formula": "C81H173N9O10", "method": "ωB97M-V with the def2-TZVPD basis set", "smiles": "CC1(C)CCCC(C)(C)N1O.CC1(C)CCCC(C)(C)N1O.CC1(C)CCCC(C)(C)N1O.CC1(C)CCCC(C)(C)N1O.CC1(C)CCCC(C)(C)N1O.CC1(C)CCCC(C)(C)N1O.CC1(C)CCCC(C)(C)N1O.CC1(C)CCCC(C)(C)N1O.CC1(C)CCCC(C)(C)N1O.O", "homo_lumo_gap_ev": 7.940, "homo_ev": -7.554, "total_charge": 0, "multiplicity": 1, "symbols": ["C", "C", "C", "C", "C", "C", "C", "C", "C", "N", "O", "H", "H", "H", "H", "H", "H", "H", "H", "H", "H", "H", "H", "H", "H", "H", "H", "H", "H", "H", "C", "C", "C", "C", "C", "C", "C", "C", "C", "N", "O", "H", "H", "H", "H", "H", "H", "H", "H", "H", "H", "H", "H", "H", "H", "H", "H", "H", "H", "H", "C", "C", "C", "C", "C", "C", "C", "C", "C", "N", "O", "H", "H", "H", "H", "H", "H", "H", "H", "H", "H", "H", "H", "H", "H", "H", "H", "H", "H", "H", "C", "C", "C", "C", "C", "C", "C", "C", "C", "N", "O", "H", "H", "H", "H", "H", "H", "H", "H", "H", "H", "H", "H", "H", "H", "H", "H", "H", "H", "H", "C", "C", "C", "C", "C", "C", "C", "C", "C", "N", "O", "H", "H", "H", "H", "H", "H", "H", "H", "H", "H", "H", "H", "H", "H", "H", "H", "H", "H", "H", "C", "C", "C", "C", "C", "C", "C", "C", "C", "N", "O", "H", "H", "H", "H", "H", "H", "H", "H", "H", "H", "H", "H", "H", "H", "H", "H", "H", "H", "H", "C", "C", "C", "C", "C", "C", "C", "C", "C", "N", "O", "H", "H", "H", "H", "H", "H", "H", "H", "H", "H", "H", "H", "H", "H", "H", "H", "H", "H", "H", "C", "C", "C", "C", "C", "C", "C", "C", "C", "N", "O", "H", "H", "H", "H", "H", "H", "H", "H", "H", "H", "H", "H", "H", "H", "H", "H", "H", "H", "H", "C", "C", "C", "C", "C", "C", "C", "C", "C", "N", "O", "H", "H", "H", "H", "H", "H", "H", "H", "H", "H", "H", "H", "H", "H", "H", "H", "H", "H", "H", "O", "H", "H"], "xyz": [[3.608, -1.932, -1.817], [3.543, -2.917, -2.958], [3.497, -2.276, -4.346], [4.845, -3.777, -2.823], [4.723, -4.977, -3.802], [3.624, -5.914, -3.275], [2.260, -5.144, -3.249], [1.665, -5.085, -4.639], [1.348, -5.959, -2.367], [2.376, -3.748, -2.627], [1.174, -3.014, -2.580], [2.706, -1.331, -1.700], [3.697, -2.365, -0.821], [4.439, -1.246, -1.982], [4.452, -1.756, -4.419], [3.506, -3.027, -5.136], [2.568, -1.719, -4.473], [5.666, -3.066, -2.916], [5.060, -4.090, -1.802], [4.691, -4.756, -4.869], [5.661, -5.531, -3.769], [3.846, -6.379, -2.314], [3.584, -6.720, -4.007], [1.365, -4.091, -4.972], [0.767, -5.685, -4.779], [2.362, -5.274, -5.455], [1.161, -6.991, -2.663], [0.357, -5.537, -2.198], [1.695, -5.832, -1.341], [0.698, -3.371, -1.827], [1.032, -2.843, -7.835], [-0.495, -2.497, -7.856], [-1.196, -3.409, -8.858], [-1.183, -3.001, -6.548], [-0.884, -2.076, -5.342], [-1.158, -0.623, -5.660], [-0.580, -0.105, -6.964], [-1.521, 1.046, -7.239], [0.779, 0.548, -6.858], [-0.747, -1.071, -8.057], [-0.289, -0.614, -9.251], [1.450, -2.923, -8.839], [1.649, -2.128, -7.292], [1.214, -3.827, -7.402], [-2.192, -3.010, -9.052], [-0.683, -3.314, -9.815], [-1.317, -4.446, -8.544], [-2.263, -2.929, -6.672], [-1.029, -4.052, -6.301], [-1.416, -2.416, -4.453], [0.189, -2.093, -5.152], [-0.657, 0.008, -4.927], [-2.247, -0.582, -5.621], [-2.507, 0.696, -7.542], [-1.095, 1.492, -8.138], [-1.622, 1.791, -6.450], [1.163, 0.693, -7.868], [1.415, 0.012, -6.153], [0.810, 1.464, -6.269], [-1.137, -0.517, -9.690], [-7.148, -1.255, -6.793], [-5.853, -0.522, -7.231], [-4.808, -1.573, -7.736], [-6.154, 0.473, -8.388], [-6.963, 1.703, -7.828], [-6.121, 2.379, -6.726], [-5.778, 1.465, -5.590], [-4.668, 2.188, -4.793], [-6.974, 1.262, -4.650], [-5.215, 0.210, -6.113], [-4.921, -0.705, -5.114], [-6.843, -2.166, -6.278], [-7.861, -0.919, -6.040], [-7.792, -1.485, -7.642], [-3.809, -1.169, -7.900], [-4.735, -2.518, -7.198], [-5.052, -1.850, -8.762], [-5.273, 0.653, -9.005], [-6.811, 0.031, -9.137], [-7.055, 2.384, -8.673], [-7.901, 1.461, -7.328], [-6.568, 3.311, -6.381], [-5.221, 2.838, -7.135], [-4.160, 1.574, -4.050], [-5.122, 3.037, -4.282], [-3.860, 2.441, -5.480], [-7.866, 0.802, -5.075], [-7.360, 2.209, -4.274], [-6.614, 0.730, -3.770], [-3.982, -0.826, -4.956], [-1.751, 1.485, -2.173], [-0.498, 1.082, -1.569], [-0.292, -0.474, -1.804], [0.638, 1.892, -2.215], [1.880, 1.932, -1.403], [1.498, 2.401, 0.012], [0.502, 1.529, 0.800], [1.160, 0.217, 1.126], [0.169, 2.301, 2.148], [-0.620, 1.399, -0.128], [-1.812, 0.954, 0.441], [-2.654, 0.960, -1.863], [-2.034, 2.534, -2.084], [-1.790, 1.434, -3.261], [-0.339, -0.703, -2.869], [0.706, -0.734, -1.450], [-1.098, -1.048, -1.347], [0.881, 1.469, -3.190], [0.340, 2.937, -2.291], [2.345, 0.946, -1.389], [2.670, 2.567, -1.804], [1.187, 3.444, -0.047], [2.421, 2.373, 0.591], [0.444, -0.603, 1.178], [1.445, 0.064, 2.167], [2.108, -0.084, 0.679], [1.083, 2.720, 2.567], [-0.307, 1.712, 2.932], [-0.473, 3.178, 2.068], [-2.339, 1.754, 0.385], [2.872, -4.280, 1.287], [4.101, -3.864, 2.230], [4.838, -2.687, 1.643], [3.570, -3.399, 3.587], [3.142, -4.609, 4.406], [4.267, -5.704, 4.576], [4.964, -6.118, 3.251], [6.334, -6.770, 3.700], [3.993, -7.117, 2.558], [5.178, -4.943, 2.406], [5.913, -5.188, 1.277], [2.322, -3.411, 0.925], [3.244, -4.879, 0.456], [2.124, -4.853, 1.835], [4.105, -1.893, 1.499], [5.634, -2.302, 2.280], [5.194, -2.819, 0.621], [4.379, -2.900, 4.121], [2.699, -2.755, 3.463], [2.856, -4.173, 5.364], [2.238, -5.020, 3.957], [3.668, -6.530, 4.957], [4.946, -5.448, 5.390], [6.827, -7.293, 2.880], [6.337, -7.610, 4.394], [6.979, -6.055, 4.211], [4.452, -7.322, 1.591], [2.947, -6.817, 2.484], [3.842, -8.106, 2.989], [6.836, -4.979, 1.440], [3.362, 1.205, 7.506], [3.588, 0.288, 6.204], [2.282, -0.256, 5.519], [4.318, 1.225, 5.150], [5.822, 1.597, 5.447], [6.599, 0.313, 5.627], [5.969, -0.607, 6.712], [6.715, -1.988, 6.682], [6.241, -0.061, 8.095], [4.543, -0.807, 6.429], [3.985, -1.790, 7.228], [4.114, 1.986, 7.618], [2.360, 1.634, 7.526], [3.432, 0.651, 8.442], [2.462, -0.622, 4.508], [1.804, -1.011, 6.145], [1.618, 0.592, 5.358], [4.165, 0.913, 4.117], [3.832, 2.191, 5.291], [6.236, 2.165, 4.614], [5.904, 2.197, 6.354], [7.651, 0.512, 5.835], [6.496, -0.242, 4.695], [7.788, -1.817, 6.599], [6.616, -2.563, 5.761], [6.317, -2.635, 7.464], [5.951, -0.754, 8.885], [5.687, 0.874, 8.172], [7.261, 0.241, 8.332], [3.791, -2.456, 6.565], [1.805, 5.038, 6.230], [1.818, 6.519, 6.054], [0.585, 7.164, 6.869], [3.133, 7.204, 6.532], [4.321, 6.929, 5.660], [4.013, 7.373, 4.229], [2.747, 6.702, 3.609], [2.376, 7.454, 2.268], [3.097, 5.214, 3.218], [1.667, 6.826, 4.585], [0.440, 6.542, 4.122], [1.558, 4.637, 7.213], [1.043, 4.533, 5.636], [2.705, 4.557, 5.848], [0.613, 8.237, 6.680], [-0.403, 6.839, 6.543], [0.576, 6.932, 7.934], [2.999, 8.279, 6.651], [3.338, 6.868, 7.548], [5.265, 7.385, 5.959], [4.462, 5.855, 5.777], [4.869, 7.029, 3.648], [3.923, 8.459, 4.251], [2.049, 8.467, 2.504], [1.569, 6.980, 1.709], [3.149, 7.657, 1.527], [2.254, 4.539, 3.067], [3.841, 4.787, 3.891], [3.565, 5.207, 2.234], [-0.074, 7.352, 4.125], [-4.753, 5.112, -1.846], [-4.335, 5.571, -0.461], [-3.217, 6.571, -0.734], [-5.538, 6.382, 0.055], [-6.661, 5.470, 0.594], [-6.177, 4.401, 1.585], [-4.962, 3.554, 1.038], [-4.386, 2.744, 2.295], [-5.550, 2.533, 0.013], [-3.922, 4.501, 0.473], [-2.716, 3.893, 0.132], [-4.146, 4.292, -2.230], [-5.751, 4.705, -2.009], [-4.625, 5.873, -2.616], [-3.526, 7.404, -1.365], [-2.919, 7.133, 0.151], [-2.307, 6.191, -1.200], [-5.273, 6.859, 0.998], [-5.807, 7.146, -0.674], [-7.431, 6.080, 1.067], [-7.126, 4.920, -0.224], [-7.052, 3.827, 1.889], [-5.937, 4.968, 2.484], [-5.134, 2.117, 2.780], [-3.798, 3.291, 3.031], [-3.635, 2.084, 1.859], [-4.687, 1.993, -0.378], [-5.827, 2.906, -0.973], [-6.267, 1.770, 0.319], [-2.163, 4.261, 0.824], [-1.688, -0.659, 4.136], [-2.525, -1.912, 3.731], [-1.635, -3.261, 3.907], [-3.688, -2.021, 4.800], [-4.789, -2.992, 4.339], [-5.380, -2.494, 2.993], [-4.318, -2.451, 1.913], [-3.958, -3.974, 1.494], [-5.012, -1.637, 0.825], [-3.153, -1.698, 2.335], [-2.181, -1.658, 1.355], [-0.817, -0.671, 3.481], [-2.131, 0.335, 4.084], [-1.310, -0.758, 5.154], [-0.828, -3.383, 3.184], [-1.054, -3.217, 4.829], [-2.185, -4.201, 3.952], [-3.200, -2.424, 5.688], [-3.995, -1.002, 5.034], [-4.471, -4.035, 4.337], [-5.667, -2.984, 4.984], [-5.841, -1.529, 3.206], [-6.210, -3.141, 2.711], [-4.759, -4.706, 1.592], [-3.125, -4.364, 2.079], [-3.602, -3.976, 0.464], [-5.366, -0.725, 1.306], [-5.878, -2.118, 0.369], [-4.406, -1.241, 0.010], [-2.287, -0.771, 1.003], [-0.317, -3.351, -0.296], [0.009, -2.451, -0.310], [-1.026, -3.339, 0.348]]}

---

Entry 5:
{"formula": "C6H14O4SSi", "method": "ωB97M-V with the def2-TZVPD basis set", "homo_lumo_gap_ev": 11.083, "homo_ev": -10.668, "total_charge": 0, "multiplicity": 1, "symbols": ["C", "C", "C", "C", "C", "C", "O", "O", "O", "O", "Si", "S", "H", "H", "H", "H", "H", "H", "H", "H", "H", "H", "H", "H", "H", "H"], "xyz": [[1.145, -0.324, 0.097], [1.574, -2.900, 0.711], [-1.047, 0.949, 1.646], [-1.332, 0.954, -1.625], [0.791, 2.782, -0.147], [0.597, -1.653, 0.562], [4.357, -1.017, -0.184], [3.709, 1.329, -0.639], [1.985, -0.506, -1.033], [2.496, 0.008, 1.137], [-0.132, 1.160, -0.041], [3.371, 0.018, -0.186], [1.568, -3.355, 1.711], [2.525, -2.494, 0.496], [1.448, -3.637, 0.020], [-1.827, 0.259, 1.653], [-0.369, 0.710, 2.394], [-1.671, 1.792, 1.870], [-1.708, -0.121, -1.489], [-2.258, 1.597, -1.631], [-0.807, 1.027, -2.548], [0.198, 3.631, -0.359], [1.247, 2.911, 0.911], [1.539, 2.616, -0.864], [-0.187, -1.607, 1.358], [0.049, -2.050, -0.324]]}

---

Entry 6:
{"formula": "H3N4O2", "method": "ωB97M-V with the def2-TZVPD basis set", "homo_lumo_gap_ev": [7.505, 7.503], "homo_ev": [-2.809, -2.808], "total_charge": -1, "multiplicity": 1, "symbols": ["N", "N", "N", "N", "O", "O", "H", "H", "H"], "xyz": [[-0.699, -2.359, 0.033], [-0.429, 1.020, 0.044], [0.463, 2.145, 0.127], [0.174, -0.103, -0.139], [1.362, -0.237, -0.441], [-1.864, -2.375, 0.340], [0.356, 2.807, 0.846], [1.295, 1.710, 0.260], [-0.658, -2.608, -1.070]]}

---

In kJ/mol, the energy above the lowest of the compared OMol25 structures with the same formula, charge and spin values for the records above are, in order, 255.5 0.0 310.3 243.2 119.0 144.3.
In a.u., the E_tot values for the records above are, in order, -425.03363 -4014.45890 -394.84936 -4434.66524 -1225.59633 -371.12842.
In eV/Å, the strongest force on any atom values for the records above are, in order, 6.32 0.53 8.56 3.88 3.90 3.99.